[1]
ORCA calculation (wB97M-V/def2-TZVPD) on C8H13N4NiO2SSbSe4 as an isolated structure in a non-equilibrium geometry.

Each line ends with the Mulliken charge.
CARTESIAN COORDINATES (ANGSTROEM)
1 Ni 1.7322 -0.7871 -0.3701  -0.399
2 C 1.6843 3.3483 0.3683  -1.229
3 C 1.4114 1.8876 0.1255  0.364
4 N 2.3647 1.0096 0.1319  0.300
5 O 3.5682 1.5043 0.4594  -0.387
6 C 0.0819 1.4248 -0.1425  0.521
7 C -1.0543 2.4085 -0.1710  -0.976
8 N -0.0898 0.1553 -0.3525  -0.334
9 O -1.4338 -0.1459 -0.5642  -0.042
10 H 2.7478 3.4889 0.5237  0.419
11 H 1.1538 3.7068 1.2537  0.265
12 H 1.3665 3.9513 -0.4847  0.269
13 H 4.1956 0.7565 0.3063  0.251
14 H -0.9175 3.1350 -0.9750  0.303
15 H -1.1086 2.9602 0.7696  0.297
16 H -2.0011 1.9050 -0.3258  0.120
17 Se 6.5841 -2.5568 2.2102  -0.821
18 Sb 5.7604 -1.7686 0.0602  0.210
19 Se 3.4018 -1.7376 -0.4130  -0.104
20 Se 1.1949 -2.5212 -1.1561  -0.113
21 Se 7.2744 0.1383 -0.1729  -0.798
22 C -3.9542 -0.7022 -1.1972  -0.957
23 N -3.1364 -1.7774 -0.6708  -0.054
24 C -3.5813 -2.4390 0.4914  -0.420
25 C -2.5915 -2.6148 1.3586  -0.581
26 N -1.3814 -2.0661 0.8752  -0.166
27 C -1.6854 -1.5366 -0.4609  0.581
28 S -0.8857 -2.5289 -1.7520  -0.447
29 H -4.9868 -1.0523 -1.2352  0.419
30 H -3.6338 -0.4629 -2.2108  0.257
31 H -3.9155 0.2162 -0.5970  0.220
32 H -4.6025 -2.7855 0.5371  0.378
33 H -2.5849 -3.1475 2.2962  0.441
34 H -0.9774 -1.3661 1.4844  0.214

Values from the calculation:
* net charge: -2
* HOMO-LUMO gap (alpha / beta): 3.596 / 3.589 eV
* LUMO level (alpha / beta): 3.90 / 3.90 eV

=====

[2]
ORCA calculation (wB97M-V/def2-TZVPD) on a single C8H13NO2 molecule in a non-equilibrium geometry.

Each line ends with the Mulliken charge.
CARTESIAN COORDINATES (ANGSTROEM)
1 C -3.0914 -2.3499 0.2927  -0.062
2 C -2.1045 -1.8116 -0.0843  -1.174
3 C -2.2870 1.4344 -0.3742  -0.006
4 C 1.3736 0.8630 1.2528  -1.918
5 C 2.4315 -1.0394 0.0329  -1.911
6 C 1.0851 0.7709 -1.1766  -1.463
7 C -1.1957 -0.7073 -0.2599  0.548
8 C 1.2301 -0.1107 0.0761  1.806
9 N -1.7894 0.4539 0.3401  -0.093
10 O -2.6675 1.3721 -1.5136  -0.525
11 O 0.0992 -1.0518 0.2387  -0.424
12 H -3.9033 -2.9658 0.5630  0.462
13 H -2.4116 2.3198 0.2633  0.330
14 H 0.9597 1.8505 1.2424  0.429
15 H 1.0814 0.4400 2.2358  0.383
16 H 2.3996 1.0998 1.3334  0.526
17 H 2.2393 -1.8308 -0.6190  0.467
18 H 2.8399 -1.4855 0.9054  0.391
19 H 3.2280 -0.4707 -0.3322  0.477
20 H 1.1930 0.3079 -2.1089  0.392
21 H 0.0716 1.2521 -1.1125  0.294
22 H 1.8629 1.5026 -0.9153  0.498
23 H -1.2452 -0.5869 -1.4503  0.276
24 H -1.3993 0.7436 1.1704  0.297

Values from the calculation:
* SMILES string: C#C[C@@H](NC=O)OC(C)(C)C
* HOMO-LUMO gap: 10.555 eV
* LUMO level: 0.70 eV
* energy relative to the best compared isomer or geometry (same formula, charge and spin): 354.5 kJ/mol

=====

[3]
ORCA calculation (wB97M-V/def2-TZVPD) on a 2-piece molecular cluster, C8H13NO4 overall in a non-equilibrium geometry.

Each line ends with the Mulliken charge.
CARTESIAN COORDINATES (ANGSTROEM)
1 C 0.4551 2.1695 -0.4499  -0.426
2 C 1.5824 2.9729 -0.8706  -0.553
3 C 0.6480 1.2614 0.4684  -0.116
4 C 2.6867 3.0564 -0.1236  -0.244
5 C 0.0418 -1.1645 -1.3786  -0.273
6 C -0.7181 -1.0455 -0.3022  0.484
7 C -2.7696 -0.9829 0.5818  -0.735
8 C -0.3450 -2.9549 1.1705  -0.627
9 N 1.9575 0.9494 0.8321  -0.308
10 O 2.9555 2.0786 0.7827  -0.322
11 O -0.4311 -0.5822 -2.5732  -0.582
12 O -1.8888 -0.3444 -0.2695  -0.367
13 O -0.4460 -1.5498 0.9586  -0.338
14 H -0.4843 2.5071 -0.6314  0.627
15 H 1.4063 3.7660 -1.6040  0.304
16 H -0.2154 0.9101 1.0993  0.415
17 H 3.5940 3.6958 -0.2067  0.391
18 H 0.9586 -1.7281 -1.3523  0.377
19 H -2.3738 -1.1854 1.5727  0.318
20 H -3.2222 -1.8769 0.1832  0.339
21 H -3.6378 -0.2289 0.7581  0.240
22 H 0.5332 -3.3718 0.4925  0.237
23 H -1.3127 -3.5094 0.9303  0.254
24 H -0.1327 -3.1613 2.2460  0.247
25 H 2.4262 0.3843 0.2184  0.301
26 H -1.2677 -0.0656 -2.5326  0.357

Values from the calculation:
* 2S+1: 3
* HOMO-LUMO gap (alpha / beta): 5.756 / 6.797 eV
* LUMO level (alpha / beta): 0.74 / -1.54 eV
* energy relative to the best compared isomer or geometry (same formula, charge and spin): 439.8 kJ/mol

=====

[4]
ORCA calculation (wB97M-V/def2-TZVPD) on a single C8H13NOS2 molecule in a non-equilibrium geometry.

Each line ends with the Mulliken charge.
CARTESIAN COORDINATES (ANGSTROEM)
1 C 0.7050 -2.4691 0.3113  0.312
2 C 0.0475 -3.8272 0.3811  0.269
3 C 0.5656 -0.0167 -0.0317  0.411
4 C 2.1186 0.1417 -0.1300  -1.952
5 C -0.6742 1.5144 -1.6105  -1.514
6 C -0.0317 2.2805 0.6983  -1.414
7 C -1.8296 0.5666 0.6020  -2.212
8 C -0.5223 1.0623 -0.1361  1.884
9 N 0.0887 -1.2486 0.1560  0.071
10 O 0.7595 -4.7774 0.6189  -0.558
11 S 2.3433 -2.6309 0.3737  -0.162
12 S -1.6516 -3.8625 0.3593  -0.445
13 H 2.2583 1.2472 -0.3890  0.282
14 H 2.3856 -0.3334 -1.0276  0.620
15 H 2.4348 -0.0801 0.8793  0.540
16 H 0.2302 1.2620 -2.0930  0.432
17 H -0.7221 2.6444 -1.8716  0.297
18 H -1.4442 0.9302 -2.0326  0.450
19 H 1.0520 2.5849 0.3421  0.320
20 H -0.7541 3.0064 0.4302  0.520
21 H -0.0304 1.9662 1.8303  0.320
22 H -1.6940 0.2705 1.5946  0.521
23 H -2.2925 -0.2167 0.1903  0.660
24 H -2.4656 1.4426 0.4503  0.429
25 H -0.8769 -1.4574 0.1042  -0.081

Values from the calculation:
* HOMO-LUMO gap: 5.457 eV
* LUMO level: -2.06 eV
* energy relative to the best compared isomer or geometry (same formula, charge and spin): 361.5 kJ/mol

=====

What did the third record say?
ORCA calculation (wB97M-V/def2-TZVPD) on a 2-piece molecular cluster, C8H13NO4 overall in a non-equilibrium geometry.

Each line ends with the Mulliken charge.
CARTESIAN COORDINATES (ANGSTROEM)
1 C 0.4551 2.1695 -0.4499  -0.426
2 C 1.5824 2.9729 -0.8706  -0.553
3 C 0.6480 1.2614 0.4684  -0.116
4 C 2.6867 3.0564 -0.1236  -0.244
5 C 0.0418 -1.1645 -1.3786  -0.273
6 C -0.7181 -1.0455 -0.3022  0.484
7 C -2.7696 -0.9829 0.5818  -0.735
8 C -0.3450 -2.9549 1.1705  -0.627
9 N 1.9575 0.9494 0.8321  -0.308
10 O 2.9555 2.0786 0.7827  -0.322
11 O -0.4311 -0.5822 -2.5732  -0.582
12 O -1.8888 -0.3444 -0.2695  -0.367
13 O -0.4460 -1.5498 0.9586  -0.338
14 H -0.4843 2.5071 -0.6314  0.627
15 H 1.4063 3.7660 -1.6040  0.304
16 H -0.2154 0.9101 1.0993  0.415
17 H 3.5940 3.6958 -0.2067  0.391
18 H 0.9586 -1.7281 -1.3523  0.377
19 H -2.3738 -1.1854 1.5727  0.318
20 H -3.2222 -1.8769 0.1832  0.339
21 H -3.6378 -0.2289 0.7581  0.240
22 H 0.5332 -3.3718 0.4925  0.237
23 H -1.3127 -3.5094 0.9303  0.254
24 H -0.1327 -3.1613 2.2460  0.247
25 H 2.4262 0.3843 0.2184  0.301
26 H -1.2677 -0.0656 -2.5326  0.357

Values from the calculation:
* 2S+1: 3
* HOMO-LUMO gap (alpha / beta): 5.756 / 6.797 eV
* LUMO level (alpha / beta): 0.74 / -1.54 eV
* energy relative to the best compared isomer or geometry (same formula, charge and spin): 439.8 kJ/mol